{"formula": "C18H20N2O4", "method": "ωB97M-V/def2-TZVPD", "homo_lumo_gap_ev": 9.1935, "smiles": "COc1ccc(CC(=O)O/N=C(\\N)Cc2ccc(OC)cc2)cc1", "lumo_energy_ev": 0.80, "relative_energy_kcal_mol": 73.37, "molar_mass_g_mol": 328.4, "elements": ["O", "O", "O", "O", "N", "N", "C", "C", "C", "C", "C", "C", "C", "C", "C", "C", "C", "C", "C", "C", "C", "C", "C", "C", "H", "H", "H", "H", "H", "H", "H", "H", "H", "H", "H", "H", "H", "H", "H", "H", "H", "H", "H", "H"], "coordinates": [[-1.745, 1.242, 6.163], [1.441, -0.694, 0.657], [0.162, -3.513, -5.729], [1.380, 1.548, 0.370], [0.777, 1.603, -0.904], [-0.907, -0.045, -0.536], [1.693, 0.435, 1.011], [-1.608, -0.865, -3.881], [-0.211, 0.877, -1.246], [0.945, -1.628, -4.590], [0.965, -0.118, 4.196], [-0.050, 0.017, 5.119], [-0.765, 1.211, 5.216], [2.385, 0.785, 2.317], [-0.723, 1.148, -2.642], [-0.142, -2.408, -4.994], [-0.889, -4.337, -6.171], [-0.443, 2.263, 4.366], [0.748, -0.486, -3.848], [-2.495, 2.422, 6.316], [-0.535, -0.084, -3.486], [0.578, 2.116, 3.443], [-1.424, -2.016, -4.632], [1.300, 0.935, 3.352], [3.060, -0.028, 2.580], [-2.615, -0.574, -3.614], [-1.544, -0.619, -1.067], [-0.417, -5.141, -6.732], [1.593, 0.109, -3.535], [-2.288, -2.593, -4.925], [-0.164, 1.988, -3.053], [-1.860, 3.268, 6.597], [-0.419, -0.533, 0.206], [-0.978, 3.199, 4.408], [-1.577, -3.794, -6.828], [-0.313, -0.793, 5.781], [2.933, 1.717, 2.193], [-1.780, 1.413, -2.583], [0.815, 2.936, 2.780], [-1.448, -4.763, -5.331], [1.505, -1.050, 4.129], [-3.049, 2.669, 5.405], [-3.200, 2.220, 7.121], [1.936, -1.946, -4.875]], "forces_ev_per_a": [[0.22, -0.25, -0.09], [0.14, 0.12, -0.05], [0.22, 0.24, 0.13], [-0.53, 0.33, 0.26], [0.95, 0.77, -0.97], [-0.23, -0.11, 0.26], [0.38, -0.69, 0.25], [0.17, 0.19, 0.05], [-0.61, -0.43, 0.49], [-0.05, -0.14, -0.08], [-0.05, 0.12, 0.02], [-0.19, 0.10, 0.11], [0.11, -0.12, -0.07], [-0.21, -0.04, -0.23], [0.19, -0.06, 0.05], [0.00, 0.11, 0.08], [-0.18, -0.13, -0.07], [-0.28, 0.08, 0.21], [-0.09, -0.09, -0.08], [-0.12, 0.19, 0.02], [-0.25, 0.02, -0.07], [0.14, -0.18, 0.03], [0.02, -0.37, -0.21], [0.06, 0.14, 0.09], [-0.01, 0.05, -0.08], [-0.09, 0.06, 0.02], [0.07, 0.05, -0.01], [-0.08, 0.04, 0.03], [0.14, 0.06, 0.04], [-0.04, -0.08, -0.05], [-0.08, 0.01, 0.08], [-0.03, -0.03, -0.03], [0.01, 0.07, -0.18], [-0.07, 0.07, 0.04], [0.02, -0.02, 0.04], [-0.03, -0.10, 0.08], [0.06, -0.06, 0.04], [0.00, 0.03, -0.01], [0.02, 0.09, -0.06], [0.01, 0.03, -0.03], [0.06, -0.10, 0.00], [0.03, 0.00, 0.03], [0.03, 0.07, -0.06], [0.13, -0.03, -0.04]], "lowdin_charge": [-0.086, 0.087, -0.084, 0.012, 0.125, 0.180, -0.489, -0.048, -0.410, 0.009, -0.026, 0.001, -0.277, -0.043, -0.083, -0.277, -0.092, -0.013, -0.021, -0.093, -0.246, -0.027, -0.020, -0.233, 0.128, 0.113, 0.099, 0.093, 0.121, 0.101, 0.122, 0.095, 0.081, 0.102, 0.095, 0.117, 0.126, 0.122, 0.120, 0.095, 0.118, 0.095, 0.092, 0.119]}